1.
ORCA calculation (ωB97M-V with the def2-TZVPD basis set) on a cluster of 5 separate species, C33H63N5O22PS5 in total at a distorted geometry.

The geometry in XYZ format:
```
129
Properties=species:S:1:pos:R:3:mulliken_charge:R:1
C -6.00150 -4.22101 2.14162 -0.9402
C -5.28188 -3.10066 2.48718 -0.4704
C -4.30398 -2.51727 1.46819 -0.8167
C -4.07729 -0.98554 1.63988 0.8203
N -5.22750 -0.27349 2.16566 -0.4579
O -2.99217 -0.86971 2.55650 -0.2099
C -2.56394 0.47639 2.77650 -0.2456
C -1.44225 0.35896 3.85396 0.4311
P -1.12763 -1.34397 4.43957 0.3726
O -0.07649 -1.21785 5.45168 -0.7913
O -2.40926 -2.03886 5.12495 -0.4756
O -0.53931 -2.23151 3.24932 -0.4417
C -2.09213 1.17645 1.48196 0.9497
C -1.93239 2.70111 1.59049 -1.6192
C -0.73101 3.22708 2.39100 -0.6774
C 0.61336 3.26478 1.62461 0.6184
C 1.80081 3.33666 2.60206 -1.4894
C 1.99105 2.04436 3.45479 0.6967
C 1.59426 2.24719 4.92232 -0.5142
C 2.18995 1.21315 5.88451 -0.9323
S 3.89988 1.62132 6.41046 -0.2046
C 4.81594 0.91321 5.07318 0.5522
N 5.53937 1.46831 4.18486 -0.2847
N 5.97248 0.41761 3.37883 -0.3815
C 5.48761 -0.64995 3.82997 0.0264
O 4.72438 -0.42537 4.94261 -0.2675
C -0.87882 0.42194 0.93681 -0.2468
C -0.55454 0.67716 -0.54538 -1.7185
C 0.87251 0.21637 -0.91937 -0.4200
C 0.70200 -1.07872 -1.74024 -2.0746
N 0.13841 -2.09162 -0.80797 1.0136
C 1.23137 -2.97031 -0.32300 -1.0501
C -0.85256 -2.90869 -1.45249 0.2965
C -0.73786 -3.31315 -2.91910 -1.0341
O -1.79260 -3.31849 -0.78725 -0.5678
N -3.22250 0.96672 0.47339 0.1158
C -3.61329 -0.45236 0.28163 0.6455
C -4.79480 -0.45935 -0.73601 -1.4103
H -7.07936 -4.17857 1.97666 0.2517
H -5.50257 -5.18260 1.98570 0.2773
H -5.37136 -2.66995 3.48561 0.3226
H -3.29663 -2.95817 1.58283 0.2840
H -4.62712 -2.77727 0.46468 0.5408
H -6.09927 -0.63706 1.79860 0.4135
H -5.26084 -0.48219 3.15877 0.4087
H -3.35359 1.08389 3.23708 0.7792
H -1.71388 0.98688 4.70514 0.7485
H -0.48017 0.71886 3.49774 -1.2182
H -2.69174 -1.43436 5.82593 0.3764
H -1.23646 -2.67170 2.73704 0.3128
H -1.82176 3.08238 0.56478 0.4313
H -2.85919 3.14586 1.97848 0.5643
H -0.95929 4.26911 2.63877 0.6306
H -0.56330 2.73846 3.35046 -0.0536
H 0.64798 4.21718 1.07878 0.3743
H 0.74137 2.48508 0.87428 -0.4830
H 2.70230 3.46047 1.99686 0.2838
H 1.70140 4.18631 3.28210 0.4868
H 3.06126 1.81737 3.43149 -0.0861
H 1.50030 1.17935 2.99037 -0.2016
H 1.95075 3.23744 5.22520 0.5063
H 0.51001 2.26623 5.09609 0.3294
H 2.18337 0.19242 5.49604 0.3151
H 1.61723 1.17328 6.81368 0.4208
H 5.59004 -1.65146 3.45008 0.4328
H -1.03806 -0.65511 1.05036 0.6925
H 0.02724 0.62573 1.50366 -0.3097
H -0.69135 1.74392 -0.77279 0.8752
H -1.26390 0.14892 -1.19696 0.4217
H 1.43410 0.98471 -1.45160 0.5968
H 1.39573 -0.07596 -0.00174 0.2854
H 0.00658 -0.82566 -2.54141 0.4006
H 1.64339 -1.43948 -2.16701 0.5393
H 1.02338 -3.35162 0.67852 0.1035
H 1.40161 -3.79025 -1.03208 0.3741
H 2.14751 -2.38335 -0.23547 0.4357
H -1.57442 -3.97385 -3.13695 0.4610
H -0.84025 -2.43078 -3.55793 0.2386
H 0.21464 -3.79505 -3.15006 0.2639
H -3.04601 1.47628 -0.39517 0.9142
H -4.04127 1.43216 0.89377 0.7552
H -2.84532 -1.08135 -0.16600 -1.4790
H -4.74771 -1.32229 -1.39812 0.4035
H -5.76850 -0.48279 -0.24492 0.3067
H -4.77151 0.46498 -1.32235 0.4299
C 2.86420 0.34887 -6.56609 -0.5315
C 2.89280 -0.93932 -5.77315 -0.3035
O 1.96242 -0.71811 -4.69906 -0.1605
S 0.77889 0.23753 -5.21102 1.0550
O -0.32695 -0.57694 -5.57452 -0.6080
O 0.65036 1.31343 -4.29513 -0.5054
O 1.48338 0.75764 -6.54307 -0.2378
H 3.45450 1.11762 -6.08963 0.4177
H 3.20170 0.21338 -7.58876 0.3754
H 3.88062 -1.16746 -5.38289 0.3298
H 2.53305 -1.78429 -6.36513 0.2916
C -2.63173 -8.20600 1.96863 -0.2001
C -2.56615 -8.93899 3.29155 -0.3233
O -3.88003 -8.79815 3.84377 -0.3192
S -4.96019 -8.76739 2.65749 1.0827
O -5.50726 -10.06169 2.50085 -0.5417
O -5.77641 -7.62075 2.82814 -0.4946
O -3.93231 -8.50374 1.44992 -0.3000
H -2.55765 -7.12480 2.10867 0.1795
H -1.86371 -8.53398 1.27292 0.3014
H -1.82331 -8.52084 3.96532 0.3160
H -2.36856 -10.00348 3.14841 0.2934
C 5.22637 5.89379 -1.59455 -0.4051
C 5.16816 5.09013 -0.31342 -0.3482
O 3.80437 5.20496 0.11741 -0.2802
S 2.84485 5.30582 -1.16431 1.0334
O 2.31975 4.01417 -1.43453 -0.3442
O 2.01252 6.44051 -1.00957 -0.5966
O 3.97771 5.62652 -2.24954 -0.2921
H 5.28383 6.96491 -1.39200 0.3003
H 6.05713 5.60118 -2.23100 0.3304
H 5.84217 5.46809 0.45007 0.3343
H 5.38056 4.03424 -0.49453 0.2777
C 2.22083 4.33730 -9.62141 -0.2783
C 2.80637 5.58570 -8.99727 -0.3315
O 3.58710 5.10093 -7.89533 -0.2970
S 4.19883 3.66877 -8.26513 0.9811
O 5.52878 3.83531 -8.71622 -0.5605
O 3.86849 2.75996 -7.22234 -0.4321
O 3.26813 3.36088 -9.53198 -0.3325
H 1.36291 3.97216 -9.05313 0.2401
H 1.93092 4.48651 -10.65797 0.3150
H 2.04354 6.27622 -8.64904 0.3195
H 3.47598 6.10211 -9.68807 0.2952
```

energy = -5556.2244 Eh
net charge = +1
HOMO-LUMO gap = 7.93 eV

2.
ORCA calculation (ωB97M-V with the def2-TZVPD basis set) on a cluster of 2 separate species, C5H10O in total.

The geometry in XYZ format:
```
16
Properties=species:S:1:pos:R:3:nbo_charge:R:1
O 0.62549 0.68961 2.02809 -0.5435
C 1.03016 -0.16654 1.27477 0.4581
C 0.61875 -0.40840 -0.15455 -0.3308
C -0.25635 0.59579 -0.95393 -0.4029
C -1.48372 -0.33127 -0.74613 -0.4005
C -0.62170 -1.34002 0.05326 -0.3834
H 1.31582 2.32241 0.86856 0.0228
H 1.57544 -1.06536 1.65116 0.1072
H 1.66831 2.65519 0.30713 -0.0349
H 1.43232 -0.84547 -0.74721 0.2233
H 0.05339 0.69257 -2.00445 0.2107
H -0.35409 1.59938 -0.52280 0.2274
H -2.27796 0.15301 -0.16378 0.2126
H -1.89018 -0.78007 -1.65730 0.2075
H -0.92439 -1.41624 1.10753 0.2137
H -0.51130 -2.35456 -0.34035 0.2126
```

energy = -271.6650 Eh
ΔE to the lowest compared entry with this formula, charge and spin = 55.0 kcal per mole
SMILES string = O=CC1CCC1.[H][H]
HOMO-LUMO gap = 10.80 eV

3.
ORCA calculation (ωB97M-V with the def2-TZVPD basis set) on an isolated molecule of C3H6N4S at a distorted geometry.

The geometry in XYZ format:
```
14
Properties=species:S:1:pos:R:3:nbo_charge:R:1
C -0.63284 -0.05761 1.17166 0.4940
C -0.03269 0.93001 -0.61576 -0.1160
C 0.36292 -0.37071 -0.79109 0.2510
H -0.54720 -0.73698 3.03210 0.3726
H -1.71431 0.37995 2.76563 0.3933
H 1.10175 2.92953 -1.18502 0.1238
H 0.46987 -1.58576 -2.36101 0.3728
H 1.58226 -0.35938 -2.36395 0.3940
H 0.06242 -1.98963 0.57794 0.4192
N -1.21409 -0.42010 2.38127 -0.8213
N -0.65205 1.11310 0.60333 -0.4959
N 1.07791 -1.04338 -1.77201 -0.8273
N -0.03604 -1.00323 0.37447 -0.5493
S 0.17207 2.21420 -1.81757 -0.0108
```

energy = -735.1451 Eh
ΔE to the lowest compared entry with this formula, charge and spin = 0.4 kcal per mole
SMILES string = Nc1nc(S)c(N)[nH]1
HOMO-LUMO gap = 8.61 eV

4.
ORCA calculation (ωB97M-V with the def2-TZVPD basis set) on a structure of composition C15H45F2INa4O20P5 at a distorted geometry.

The geometry in XYZ format:
```
92
Properties=species:S:1:pos:R:3:mulliken_charge:R:1
Na -4.78678 2.94563 13.19634 1.3420
Na -4.41021 -0.46372 14.19363 0.7469
Na -0.86816 1.62864 13.85035 0.7871
Na -4.38240 2.45247 17.02333 0.5922
F -5.53987 1.60280 15.10767 -0.8570
F -2.84780 0.97008 12.65031 -0.8147
I -2.57481 4.02612 15.29278 -0.6959
C -7.44188 1.74280 8.24649 0.0202
O -8.03214 0.58475 7.70809 -0.4002
P -7.13967 -0.44055 6.80755 0.9776
O -7.83447 -1.64983 6.16532 -0.7093
O -6.48413 0.57637 5.66583 -0.2010
C -5.73557 -0.08921 4.68709 -0.8394
O -5.84893 -0.88046 7.71314 -0.1764
C -5.91431 -1.69252 8.85063 -0.7133
H -6.35885 1.71376 8.12692 0.0715
H -7.68315 1.91103 9.29606 -0.0744
H -7.76205 2.64005 7.71682 0.2495
H -6.16563 0.12809 3.70938 0.2979
H -5.70696 -1.17827 4.65208 0.3719
H -4.72338 0.31474 4.70731 0.2919
H -5.63062 -2.71723 8.61060 0.2880
H -6.87462 -1.76536 9.36113 0.3245
H -5.29819 -1.22482 9.61857 0.1950
C -3.75138 6.27730 6.56544 -0.7973
O -2.95216 5.33085 7.33272 -0.3298
P -3.83557 3.98222 7.78054 0.3694
O -5.11110 4.27759 8.56118 0.0864
O -4.02620 3.16870 6.37674 -0.3129
C -5.05983 3.55099 5.47437 -0.5029
O -2.73267 2.99404 8.46309 -0.3902
C -3.08472 1.95024 9.35704 -0.4107
H -3.48183 6.10506 5.52343 0.2997
H -3.49865 7.30066 6.84282 0.2762
H -4.80871 6.02917 6.65810 0.3524
H -6.06033 3.33762 5.85066 0.1439
H -4.85134 2.84554 4.67003 0.2530
H -4.89950 4.52369 5.00936 0.2960
H -3.35258 1.07303 8.76810 0.3590
H -3.91780 2.30173 9.96575 0.0048
H -2.30721 1.60108 10.03649 0.2218
C -4.93888 6.09494 11.87882 0.3772
O -5.04558 7.54675 12.03027 -0.3682
P -6.47646 8.31778 12.08427 0.6977
O -6.49953 9.77104 12.40705 -0.7062
O -7.46487 7.34825 12.97707 -0.0707
C -8.38154 7.94082 13.84666 -0.7561
O -6.84839 8.05679 10.55787 -0.2018
C -6.11593 8.69954 9.59738 -0.8098
H -5.63547 5.70451 11.13691 -0.3282
H -5.17022 5.49379 12.75814 0.2338
H -3.97503 5.97897 11.38320 0.1442
H -8.01891 8.92521 14.14261 0.4120
H -8.29361 7.18469 14.62680 0.2297
H -9.40144 8.15190 13.52516 0.2191
H -5.32884 8.07220 9.17901 0.2051
H -5.45227 9.45622 10.01583 0.3796
H -6.72792 9.15969 8.82160 0.3098
C 3.21469 5.60971 11.46116 -0.6687
O 2.59603 4.50987 12.13376 -0.3703
P 1.35167 3.74011 11.42019 0.8882
O 0.77215 2.71276 12.32249 -0.5752
O 1.91927 3.07446 10.08264 -0.3297
C 1.52619 1.73413 9.60291 -0.5903
O 0.36258 4.85919 10.78771 -0.1097
C -0.49771 5.48790 11.59614 -0.5921
H 2.56258 6.37143 11.03381 0.2860
H 3.87775 5.17587 10.71267 0.2860
H 3.91803 6.11548 12.12268 0.2644
H 2.15628 1.55260 8.73220 0.2963
H 0.58376 1.72179 9.05541 0.1758
H 1.73602 0.89468 10.26576 0.3116
H -0.48995 6.56964 11.46243 0.3463
H -0.38669 5.29617 12.66338 0.3402
H -1.51322 5.13556 11.41537 0.0726
C -10.56265 4.75141 13.62638 -0.8357
O -9.17840 4.46680 13.62026 -0.1928
P -8.42100 3.53644 12.55286 0.5514
O -6.94644 3.37833 12.74074 0.0238
O -9.22807 2.15308 12.69674 -0.4178
C -8.57468 0.88169 12.65010 -0.4453
O -8.95570 3.98139 11.09996 -0.4139
C -8.27127 5.00227 10.35658 0.0374
H -11.14762 3.95657 14.08914 0.2956
H -10.92250 4.98100 12.62345 0.3311
H -10.80128 5.74329 14.01023 0.2841
H -8.71233 0.38064 11.69192 0.2509
H -8.91902 0.25503 13.47279 0.2757
H -7.54004 1.14845 12.86565 0.0474
H -9.02738 5.60292 9.85100 0.3681
H -7.72446 4.55220 9.52801 -0.0730
H -7.56648 5.64354 10.88586 -0.0787
```

energy = -4957.1806 Eh
ΔE to the lowest compared entry with this formula, charge and spin = 0.0 kcal per mole
net charge = +1
HOMO-LUMO gap = 7.62 eV